Here is a molecular structure, C34H47N5O3PPtS from OMol25. Energies are from ωB97M-V with the def2-TZVPD basis set.

**Lowest unoccupied orbital energy**: -4.95 eV
**Energy**: -72978.72996 eV
**Max |F|**: 0.02099 Eh/bohr
**Gap between HOMO and LUMO**: 5.213 eV
**Net charge**: +1
**Energy relative to the best compared isomer or geometry (same formula, charge and spin)**: 0.0 kJ/mol

XYZ file:
```
92
Properties=species:S:1:pos:R:3:forces:R:3
Pt 0.60407 -0.56721 0.50643 -0.3518 -0.2943 -0.1519
N -2.25550 -7.02637 3.57737 0.0040 -0.0244 0.0203
C -1.65734 -6.20110 2.67643 0.0304 0.0374 -0.0645
C -2.25757 -4.98343 2.31377 0.0239 -0.0269 0.0136
C -1.63417 -4.13758 1.42417 -0.0739 0.0163 -0.0625
C -0.41680 -4.50140 0.85783 0.0915 0.1955 0.1989
C 0.19079 -5.70575 1.20229 -0.0008 -0.0801 -0.0996
C -0.42787 -6.55163 2.09415 -0.0369 0.0220 0.0144
S 0.46544 -3.37586 -0.12323 0.2924 -0.2829 -0.1532
O 1.31479 -4.09013 -1.02512 -0.1261 0.0460 -0.0335
O -0.48228 -2.40193 -0.69226 -0.0527 0.1114 -0.0414
N 1.32820 -2.37651 0.85601 -0.2827 -0.3971 -0.2507
C 2.69052 -2.58119 1.03950 0.2179 0.1300 0.2605
N 3.43524 -1.47376 1.08345 0.1425 -0.1933 0.0252
C 4.73515 -1.65775 1.31882 -0.1729 0.0069 -0.0302
C 5.28906 -2.91193 1.48581 -0.0318 -0.0921 0.0133
C 4.41453 -3.98611 1.39160 0.0804 0.0469 -0.0166
N 3.11341 -3.83670 1.18360 -0.0365 0.1179 0.0932
H -3.14070 -6.79373 3.98385 -0.0330 0.0033 -0.0013
H -1.84186 -7.90475 3.82538 -0.0002 -0.0137 -0.0093
H -3.21564 -4.71171 2.73945 0.0080 -0.0037 0.0065
H -2.09871 -3.20017 1.14578 0.0209 0.0101 0.0170
H 1.14205 -5.96870 0.76005 0.0105 0.0270 0.0263
H 0.03671 -7.49450 2.35448 -0.0021 0.0062 0.0066
H 5.34554 -0.76221 1.35544 -0.0090 -0.0025 0.0296
H 6.34137 -3.05059 1.68248 0.0030 -0.0036 -0.0437
H 4.77004 -5.00598 1.49052 -0.0110 0.0090 0.0249
N 0.70901 -0.34131 2.34024 0.6108 0.8898 -0.0017
C 0.43740 0.77027 3.04994 -0.1300 -0.5404 -0.0416
C 0.70657 0.62469 4.43639 -0.1103 0.1715 0.1467
C 0.47364 1.67518 5.30026 0.0760 -0.1461 -0.0763
C -0.04149 2.86290 4.79360 -0.0026 0.0615 0.0511
C -0.33134 3.01947 3.43494 -0.0382 0.0156 -0.0697
C -0.09482 1.98818 2.56080 0.0052 0.0610 0.1048
H 1.10390 -0.32294 4.77301 -0.0202 -0.0118 -0.0079
H 0.67708 1.57693 6.35719 0.0274 0.0030 -0.0054
H -0.22402 3.68908 5.46992 -0.0248 -0.0116 -0.0093
H -0.74437 3.95473 3.07774 0.0311 -0.0316 0.0055
H -0.30797 2.07476 1.50911 -0.0410 -0.0574 -0.0864
O 0.08721 1.24971 -0.39567 -0.2071 0.2838 0.6559
P -0.61859 1.75813 -1.65343 -0.1156 -0.2736 -0.4184
C 0.00238 0.82064 -3.09637 -0.1067 0.0598 0.0116
C 1.54064 0.61023 -2.98151 0.0215 -0.0539 0.0061
C 1.90688 -0.86744 -2.86791 0.0306 0.0986 0.0000
C 1.41839 -1.66736 -4.07435 -0.0493 -0.0419 0.0653
C -0.01304 -1.25984 -4.47979 0.0325 0.0061 0.0006
C -0.71192 -0.52082 -3.34290 -0.0604 -0.0185 0.0131
C -0.27089 3.51227 -2.01943 -0.0198 0.0121 -0.0652
C 1.13140 3.79894 -2.58288 0.0491 -0.0837 -0.0810
C 2.21448 3.78913 -1.50626 -0.0024 0.0471 0.0206
C 1.91430 4.84256 -0.44478 -0.0439 0.0216 -0.0341
C 0.53534 4.59373 0.15845 -0.0050 -0.0019 -0.0670
C -0.55425 4.54859 -0.91593 0.0486 -0.0042 0.0813
C -2.44354 1.53134 -1.67255 0.0954 -0.0260 0.0918
C -2.88915 0.22690 -0.97537 0.0297 -0.0372 -0.0456
C -3.01740 0.35337 0.54045 0.0143 0.0282 0.0303
C -3.90578 1.52474 0.94085 -0.0308 -0.0147 -0.0297
C -3.37709 2.81554 0.32610 -0.0297 -0.0246 0.0011
C -3.31939 2.69771 -1.19468 0.0282 0.0449 -0.0061
H -0.22632 1.45120 -3.96494 0.0824 0.0587 0.0348
H 1.94712 1.13343 -2.11640 0.0096 0.0306 -0.0525
H 2.02784 1.03579 -3.86149 0.0108 -0.0395 -0.0113
H 1.47196 -1.28739 -1.94974 0.0346 0.0019 -0.0334
H 2.98707 -0.96535 -2.75467 0.0045 -0.0183 0.0202
H 1.45650 -2.73081 -3.83355 0.0088 0.0142 -0.0102
H 2.10079 -1.50441 -4.91070 0.0134 -0.0228 0.0014
H -0.59596 -2.13913 -4.75379 0.0115 -0.0002 -0.0142
H 0.00640 -0.61245 -5.36183 0.0072 -0.0062 0.0031
H -0.69038 -1.15038 -2.45340 -0.0181 0.0446 -0.0850
H -1.76198 -0.35689 -3.58921 0.0113 0.0126 -0.0440
H -0.98910 3.66109 -2.84008 -0.0196 0.0897 0.0452
H 1.08335 4.80675 -3.00838 0.0194 -0.0148 -0.0371
H 1.37968 3.13406 -3.41113 -0.0117 -0.0007 0.0724
H 3.18732 3.96727 -1.96732 0.0017 0.0055 0.0115
H 2.26092 2.80985 -1.02109 0.0280 0.0032 -0.0111
H 1.93813 5.83736 -0.90254 0.0099 -0.0049 0.0113
H 2.67739 4.83326 0.33499 0.0032 -0.0107 0.0018
H 0.28779 5.37196 0.88444 0.0031 -0.0073 -0.0032
H 0.56270 3.64322 0.69512 0.0163 0.0670 -0.0317
H -0.58457 5.52144 -1.41768 -0.0199 0.0042 0.0108
H -1.53011 4.41261 -0.45809 0.0316 -0.0069 -0.0056
H -2.61673 1.41481 -2.74897 -0.0206 0.0127 -0.0034
H -2.23317 -0.60800 -1.22116 -0.0260 0.0243 0.0242
H -3.87363 -0.02272 -1.38518 0.0163 -0.0136 -0.0150
H -2.02730 0.48788 0.98568 0.0100 -0.0076 0.0069
H -3.41069 -0.58467 0.93744 -0.0072 0.0009 0.0127
H -3.96528 1.60989 2.02773 0.0212 -0.0010 -0.0040
H -4.92503 1.35018 0.57987 -0.0043 0.0011 0.0290
H -2.37547 3.01187 0.72528 0.0108 -0.0074 0.0421
H -4.00261 3.66472 0.60867 0.0086 0.0031 -0.0116
H -3.01614 3.63521 -1.66301 -0.0198 -0.0105 0.0175
H -4.33253 2.49692 -1.55806 0.0064 0.0013 -0.0042
```
Forces are in eV/Å.

Atomic partial charges in e from the Löwdin method, atoms 1 to 2: 1.23, 0.13